No. 1
# C7H16

A cluster of 2 separate species, C7H16 in total at a distorted geometry (wB97M-V/def2-TZVPD, the Open Molecules 2025 dataset).

```
23
Properties=species:S:1:pos:R:3:forces:R:3:mulliken_charge:R:1
C -0.52450 2.77945 -0.34307 -1.4 0.7 1.9 -0.934
C -0.93499 1.48894 0.52725 -0.1 -0.7 0.5 -0.509
C -0.89125 0.15967 -0.35443 0.6 -0.1 1.8 -0.319
C -1.33265 -1.09738 0.50704 0.6 -1.2 0.7 -0.556
C -1.42623 -2.52439 -0.30866 -2.2 1.2 2.1 -1.115
H 0.08829 2.48806 -1.24768 -0.9 0.5 1.0 0.293
H -1.57646 3.36270 -0.61212 3.1 -1.4 0.3 0.290
H 0.11150 3.44477 0.38876 -1.2 -0.9 -1.8 0.232
H -1.92270 1.63349 1.11802 1.2 -0.2 -1.5 0.362
H -0.24161 1.26481 1.41405 -0.4 0.6 -1.4 0.297
H -1.67904 0.10903 -1.08218 0.1 0.8 -1.2 0.238
H 0.21342 0.15555 -0.78117 -2.5 -0.6 0.6 0.077
H -2.39307 -0.97338 0.89522 1.4 0.4 -0.3 0.314
H -0.63562 -1.17193 1.41158 -0.9 -0.1 -1.1 0.337
H -0.71465 -2.48756 -1.10827 0.7 -0.8 -0.2 0.334
H -1.54469 -3.45756 0.38951 1.1 1.8 -1.3 0.300
H -2.44663 -2.51305 -0.76811 0.8 0.1 0.0 0.321
C 2.93151 -1.11831 0.03709 -2.0 2.7 -1.4 -0.424
C 2.99313 0.25042 0.03019 -1.0 -2.3 -0.9 -0.349
H 2.06481 -1.60274 -0.48534 0.9 0.1 0.9 0.154
H 3.73728 -1.67805 0.44465 0.4 -0.6 0.2 0.283
H 2.16484 0.90741 -0.43152 1.7 -1.0 1.0 0.100
H 3.95931 0.58005 0.35918 -0.1 1.2 0.3 0.275
```
Positions in Å, forces in eV/Å.

Output
Maximum force: 3.61 eV/A
HOMO level: -0.3683 Ha
ΔE to the lowest compared entry with this formula, charge and spin: 320.7 kJ/mol
HOMO-LUMO gap: 11.19 eV
SMILES: CCCCC.C=C

No. 2
# C27H46BrN3OP2Pt

A structure of composition C27H46BrN3OP2Pt at a distorted geometry (wB97M-V/def2-TZVPD, the Open Molecules 2025 dataset).

```
81
Properties=species:S:1:pos:R:3:forces:R:3:lowdin_spin:R:1
N -5.71388 -2.09542 4.93675 0.4 0.6 -0.1 0.065
C -4.57041 -1.49291 5.31328 -0.1 0.1 -0.4 -0.014
C -3.98120 -0.43263 4.58674 0.0 -0.5 0.5 0.056
C -4.60079 0.04344 3.41655 -1.0 -0.7 0.4 0.021
C -5.85195 -0.53061 3.11064 -0.5 -1.0 0.3 0.063
C -6.35440 -1.59905 3.86694 0.4 0.2 0.1 -0.011
C -4.01262 1.00702 2.52500 -0.3 -0.1 0.1 0.203
Pt -0.73600 1.10516 -2.98600 1.4 -0.8 3.2 0.086
P 3.46080 0.21398 -2.06918 1.1 0.5 -0.6 0.582
C -4.53848 1.24615 1.27896 -0.6 1.3 -1.4 0.030
C -3.86326 1.99002 0.25021 -0.3 -0.1 0.9 0.142
C -4.21652 1.94590 -1.14563 0.3 0.0 -0.5 0.047
C -3.18497 1.85486 -2.05331 -0.5 0.6 1.5 0.043
C -1.86287 1.87156 -1.55884 0.6 -0.8 -1.4 0.154
C -1.53447 2.29523 -0.25969 -0.9 0.3 -0.3 0.018
C -2.58665 2.49901 0.60769 1.6 0.2 -0.5 0.082
Br 0.78976 0.51206 -4.81700 0.9 0.7 -0.3 0.061
H -3.11800 1.50609 2.86747 0.3 -0.1 -0.1 0.007
H -5.50314 0.84807 0.95217 0.4 -0.2 0.3 -0.003
H -3.02970 -0.03314 4.94227 -0.2 0.0 -0.2 0.002
H -6.47004 -0.22539 2.27508 0.2 0.1 0.1 0.002
H -4.09149 -1.90041 6.22707 -0.3 0.4 -0.7 -0.002
H -7.29919 -2.09588 3.59618 0.5 0.4 0.1 -0.002
H -5.24182 2.00253 -1.49435 -0.1 -0.6 0.3 0.000
H -2.40356 2.98041 1.56153 -0.1 -0.5 0.2 0.002
H -3.27994 1.71480 -3.11733 -0.7 0.1 -0.2 0.001
H -0.49085 2.40943 -0.02441 0.1 0.3 0.4 -0.001
P -0.58535 -0.91005 -1.34141 -1.0 0.1 -0.8 0.003
C 3.56616 1.98121 -1.64851 -0.9 0.3 0.6 0.076
C 4.33692 3.00325 -2.48034 0.3 0.2 -0.3 0.012
H 3.96828 1.95399 -0.62512 -0.3 0.2 -0.1 0.008
H 2.51778 2.34401 -1.60226 0.4 -0.3 0.3 0.012
H 4.24575 3.97720 -1.98275 0.0 -0.3 -0.1 0.003
H 5.40025 2.77619 -2.55305 -0.2 0.1 0.1 0.000
H 3.94784 3.13943 -3.49379 0.0 -0.2 0.2 0.001
C 4.39235 -0.10171 -3.57246 -1.1 -0.6 -0.6 0.063
C 5.85514 0.25917 -3.71478 1.0 0.2 -0.1 0.027
H 3.76065 0.39515 -4.33066 0.3 -0.2 0.1 0.004
H 4.29044 -1.18229 -3.75087 -0.2 0.2 -0.1 0.002
H 6.10975 0.22725 -4.78201 -0.1 0.0 0.2 0.004
H 6.13728 1.24504 -3.34331 -0.2 -0.2 -0.1 0.000
H 6.51110 -0.46643 -3.22695 -0.2 0.0 0.0 0.000
C 4.08057 -0.85279 -0.73562 -0.8 -0.4 0.3 0.084
C 5.49284 -0.48835 -0.30284 0.5 0.1 0.2 0.038
H 4.03177 -1.88998 -1.12774 0.0 0.5 0.2 0.000
H 3.38915 -0.78873 0.13044 0.4 -0.1 -0.5 0.002
H 5.80850 -1.24878 0.42593 0.1 0.3 -0.2 0.009
H 6.19747 -0.48638 -1.14650 -0.2 0.0 0.4 0.001
H 5.51766 0.49140 0.19556 0.1 -0.3 -0.2 0.001
C 0.69628 -1.56636 -0.14792 0.1 0.8 0.2 0.007
C 1.27094 -2.95110 -0.50950 0.0 -0.1 -0.1 0.001
H 0.22396 -1.56523 0.85608 0.3 0.0 -0.7 0.000
H 1.48380 -0.79516 -0.09131 -0.3 -0.4 0.0 0.006
H 0.50603 -3.74824 -0.45795 0.4 0.4 0.0 0.000
H 1.69888 -2.96595 -1.52546 -0.1 0.0 0.5 0.001
H 2.08053 -3.22839 0.18442 -0.3 0.2 -0.1 0.000
C -0.68500 -2.20042 -2.61559 0.2 -0.1 0.5 0.000
C -1.37437 -1.70181 -3.85235 0.2 0.3 -0.8 0.001
H -1.24016 -3.01021 -2.12451 0.2 -0.1 -0.2 0.000
H 0.33397 -2.55191 -2.81947 -0.4 0.1 -0.2 0.000
H -1.27276 -2.45605 -4.63036 -0.4 0.0 -0.1 0.000
H -2.42109 -1.44241 -3.68598 0.0 -0.2 0.0 0.000
H -0.83984 -0.79119 -4.22654 -1.0 -1.5 0.2 0.001
C -2.19962 -1.12335 -0.41798 0.2 0.7 -0.6 -0.002
C -2.28499 -2.23884 0.62432 0.0 0.0 0.1 0.000
H -2.93136 -1.28487 -1.22714 0.2 0.1 0.2 0.000
H -2.42923 -0.13632 0.00442 0.0 -0.4 0.1 0.000
H -3.33896 -2.42464 0.86999 0.2 0.0 -0.2 0.000
H -1.84564 -3.17826 0.26098 -0.2 0.2 0.1 0.000
H -1.80726 -1.96581 1.57240 0.0 0.0 -0.3 0.000
C 1.81644 2.60339 3.40570 0.1 0.6 0.2 0.000
N 1.58143 1.18728 3.19175 -0.2 -0.5 -0.1 0.000
C 0.30402 0.68972 3.08643 0.4 -0.1 0.0 0.000
N 0.27447 -0.71749 3.06215 -0.2 0.6 0.1 0.000
O -0.70395 1.39232 2.95717 0.9 -0.9 0.1 0.000
H 0.99476 3.17535 2.92820 0.6 -0.4 0.3 0.000
H 2.78328 2.88435 2.95153 -0.5 -0.1 0.2 0.000
H 1.84826 2.85003 4.48979 -0.1 -0.1 -0.7 0.000
H 2.35952 0.53493 3.34383 -0.8 0.6 0.0 0.000
H -0.64265 -1.08333 3.29700 0.4 0.0 0.1 0.000
H 1.07364 -1.20809 3.46618 -0.6 0.2 0.0 0.000
```
Positions in Å, forces in eV/Å.

Output
Maximum force: 3.57 eV/A
HOMO level (spin up / spin down): -0.4875 / -0.5071 Ha
ΔE to the lowest compared entry with this formula, charge and spin: 102.1 kJ/mol
2S+1: 3
Net charge: +2
HOMO-LUMO gap (spin up / spin down): 6.51 / 5.64 eV

No. 3
# H8O4

A cluster of 4 separate species, H8O4 in total (wB97M-V/def2-TZVPD, the Open Molecules 2025 dataset).

```
12
Properties=species:S:1:pos:R:3:forces:R:3:mulliken_charge:R:1
O -1.41748 -1.53421 -0.67081 0.3 -0.3 0.0 -0.683
H -1.32562 -0.57812 -0.58583 -0.3 0.0 -0.1 0.337
H -2.31883 -1.77817 -0.43979 0.0 0.3 0.0 0.323
O 0.79259 -1.66307 1.06903 0.1 0.4 0.2 -0.659
H 0.13459 -2.04989 0.47295 0.1 -0.1 0.0 0.371
H 1.50857 -2.28116 1.24243 -0.3 -0.1 -0.2 0.306
O -0.40954 2.29230 -1.38316 0.0 -0.4 -0.4 -0.666
H -1.02574 2.72944 -0.79161 0.1 0.0 0.1 0.298
H 0.23420 1.82313 -0.81223 -0.5 0.5 0.1 0.394
O 1.07572 1.35110 0.65838 0.1 -0.1 0.0 -0.712
H 0.78380 0.46725 0.91984 0.2 -0.3 0.1 0.362
H 1.96774 1.22140 0.32080 0.1 0.0 0.1 0.328
```
Positions in Å, forces in eV/Å.

Output
Maximum force: 0.72 eV/A
HOMO level: -0.3962 Ha
ΔE to the lowest compared entry with this formula, charge and spin: 54.9 kJ/mol
HOMO-LUMO gap: 11.37 eV
SMILES: O.O.O.O

No. 4
# C21H40N2O9PS4

A cluster of 5 separate species, C21H40N2O9PS4 in total (wB97M-V/def2-TZVPD, the Open Molecules 2025 dataset).

```
77
Properties=species:S:1:pos:R:3:forces:R:3:mulliken_charge:R:1
C -7.13871 6.57579 -5.00791 0.1 0.0 0.2 -0.848
P -6.09691 5.19641 -5.60967 -0.2 0.1 -0.2 0.162
O -7.01255 3.90097 -5.42769 0.2 -0.1 -0.1 -0.435
N -5.11469 5.05131 -4.03035 0.2 -0.1 0.2 0.843
C -3.98051 5.72335 -3.89788 0.1 -0.1 0.0 -0.093
C -3.23754 5.63283 -2.72316 0.1 0.3 -0.2 -0.530
C -3.71802 4.82140 -1.73894 -0.2 -0.3 0.2 -0.117
C -4.92236 4.13818 -1.98063 0.1 -0.1 0.2 -0.476
N -5.60570 4.25220 -3.09672 -0.1 0.2 0.0 -0.737
H -8.02407 6.20409 -4.49046 0.0 0.0 -0.1 0.312
H -6.58057 7.20353 -4.30983 0.0 0.1 -0.1 0.299
H -7.42344 7.19080 -5.86160 -0.1 -0.1 0.0 0.351
H -7.39239 3.74537 -4.54960 -0.1 0.0 0.0 0.373
H -3.66872 6.32047 -4.74752 -0.1 0.0 0.0 0.493
H -2.31600 6.18873 -2.62079 0.0 0.0 0.0 0.465
H -3.20417 4.67476 -0.79908 0.0 0.0 0.0 0.408
H -5.32923 3.46703 -1.23514 -0.1 0.0 -0.1 0.422
C -0.77459 0.61368 -4.23924 -0.1 0.0 0.0 -0.819
C -1.45956 1.92738 -4.63135 0.0 0.0 0.0 -0.784
C -2.85699 1.90513 -4.00379 0.1 0.0 -0.2 0.434
S -2.72709 0.87893 -2.51757 0.0 0.2 -0.3 1.146
O -3.56616 -0.27454 -2.69321 -0.1 0.0 0.1 -0.700
O -2.90980 1.73367 -1.35786 -0.1 0.1 0.0 -0.586
C -1.01440 0.43523 -2.74422 0.1 0.0 0.0 -0.514
H 0.29054 0.63183 -4.46082 0.0 0.0 0.0 0.364
H -1.21894 -0.21707 -4.79114 0.0 0.0 0.0 0.350
H -0.88579 2.76826 -4.23457 0.0 0.0 0.0 0.310
H -1.51715 2.04813 -5.71224 0.0 0.0 0.0 0.412
H -3.20301 2.89154 -3.70591 0.0 0.0 0.0 -0.686
H -3.59456 1.43173 -4.64994 0.0 0.0 0.0 0.447
H -0.86425 -0.57801 -2.38200 0.0 0.0 0.1 0.481
H -0.41928 1.12397 -2.14711 0.0 0.0 0.0 0.224
C -1.21572 1.10516 2.85049 0.1 0.0 0.0 -0.720
C 0.15818 1.05357 3.53309 0.0 0.0 0.0 -0.746
C 1.17697 0.63883 2.46887 0.0 0.0 0.1 -0.373
S 0.52695 1.22116 0.90151 -0.1 0.1 0.1 1.290
O 0.21993 0.08816 0.05828 0.0 0.0 -0.1 -0.609
O 1.33838 2.29127 0.36965 0.0 0.0 -0.1 -0.759
C -1.00952 1.87569 1.54903 -0.1 0.0 0.1 -0.339
H -1.96406 1.58382 3.48057 0.0 0.0 0.0 0.393
H -1.56170 0.09358 2.62862 0.0 0.0 0.0 0.321
H 0.40809 2.04216 3.92412 0.0 0.0 0.0 0.323
H 0.18117 0.35345 4.36555 0.0 0.0 0.0 0.344
H 2.15461 1.08955 2.61421 0.0 0.0 -0.1 0.008
H 1.27915 -0.44207 2.40673 0.0 0.0 -0.1 0.425
H -1.78845 1.72673 0.80350 0.1 0.0 -0.1 0.106
H -0.85148 2.93923 1.73209 0.0 0.0 0.0 0.338
C 6.18844 -0.55387 3.87487 0.0 -0.1 0.0 -0.659
C 5.84760 -1.84202 3.11287 0.0 0.0 0.0 -0.718
C 4.82062 -2.61574 3.94819 0.1 0.0 -0.2 -0.051
S 3.91709 -1.38190 4.88729 0.0 0.0 0.0 1.109
O 4.17981 -1.55945 6.29271 0.0 0.0 0.0 -0.696
O 2.55006 -1.30089 4.42652 0.0 0.1 0.0 -0.590
C 4.85185 0.03639 4.30908 0.1 0.0 -0.1 -0.502
H 6.75015 0.14797 3.26020 0.0 0.0 0.0 0.369
H 6.79137 -0.78710 4.75483 0.0 0.0 0.0 0.296
H 5.41753 -1.59253 2.14082 0.0 0.0 0.0 0.278
H 6.73387 -2.44772 2.93115 0.0 0.0 0.0 0.372
H 4.11587 -3.17800 3.33945 0.0 0.0 0.1 -0.075
H 5.29726 -3.27301 4.67359 0.0 0.0 0.1 0.417
H 4.91734 0.75920 5.11891 -0.1 0.0 0.0 0.467
H 4.31242 0.46347 3.46354 0.0 0.0 0.0 0.114
C 2.03726 -8.00064 0.90728 0.0 0.0 0.0 -0.584
C 2.93466 -8.21634 2.13395 0.0 0.0 0.0 -0.635
C 3.98372 -7.09820 2.13445 0.0 -0.1 0.1 -0.634
S 3.21534 -5.69706 1.30561 0.0 0.0 0.0 1.134
O 3.93134 -5.42083 0.08671 0.0 0.0 0.0 -0.704
O 2.97722 -4.63199 2.25147 0.0 0.0 -0.1 -0.695
C 1.67623 -6.51897 0.90859 -0.1 -0.1 0.0 -0.730
H 1.14547 -8.62400 0.94339 0.0 0.0 0.0 0.342
H 2.58342 -8.24814 -0.00515 0.0 0.0 0.0 0.301
H 2.33225 -8.15794 3.04211 0.0 0.0 0.0 0.306
H 3.41149 -9.19478 2.11879 0.0 0.0 0.0 0.324
H 4.27573 -6.78255 3.13282 0.0 0.0 0.0 0.341
H 4.86695 -7.35946 1.55477 0.0 0.0 0.0 0.381
H 1.32113 -6.13892 -0.04625 0.0 0.1 0.0 0.391
H 0.96650 -6.27491 1.69865 0.0 0.0 0.0 0.361
```
Positions in Å, forces in eV/Å.

Output
Maximum force: 0.43 eV/A
HOMO level: -0.4210 Ha
Net charge: +1
HOMO-LUMO gap: 6.82 eV